The following is a quantum chemistry calculation of a 14-piece molecular cluster, C44H123N7O21 overall in a non-equilibrium geometry, from OMol25.

Structure (XYZ):
```
195
Properties=species:S:1:pos:R:3:forces:R:3:lowdin_spin:R:1
C -1.99608 -3.06083 3.11734 -1.91 0.16 0.00 0.000
O -3.18973 -3.70020 3.63225 0.73 -0.31 -0.84 0.000
C -3.68594 -4.79176 2.81197 0.24 0.14 0.73 0.000
C -4.86216 -5.38908 3.56262 0.41 -0.23 -0.90 0.000
N -4.44238 -6.23320 4.67572 -0.05 0.73 -1.31 0.000
C -5.58016 -6.72149 5.41009 -0.74 0.94 1.26 0.000
C -6.34295 -5.57486 6.23830 -0.55 -1.89 -0.73 0.000
O -7.20891 -4.69721 5.46576 1.09 0.14 0.61 0.000
C -7.91329 -3.80790 6.33913 0.45 -0.20 0.18 0.000
H -1.84989 -3.24391 2.05282 0.24 -0.59 0.00 0.000
H -1.12977 -3.29298 3.73678 0.09 -0.03 -0.13 0.000
H -2.26980 -2.00575 3.11652 0.51 0.31 0.43 0.000
H -2.88577 -5.51651 2.66177 0.07 -0.22 0.07 0.000
H -4.00149 -4.45012 1.82616 -0.06 0.36 -0.04 0.000
H -5.41151 -6.04333 2.88566 -0.22 0.21 -0.19 0.000
H -5.48308 -4.54412 3.86029 -0.31 -0.06 0.04 0.000
H -3.87037 -5.59669 5.21215 0.10 -0.33 0.82 0.000
H -5.14169 -7.46719 6.07324 -0.41 0.21 0.77 0.000
H -6.29195 -7.31209 4.83334 0.15 0.36 -0.63 0.000
H -5.51153 -5.17880 6.82138 -0.22 1.26 -0.02 0.000
H -7.04620 -6.01954 6.94242 0.26 -0.49 0.34 0.000
H -7.23076 -3.18177 6.91378 0.31 0.17 -0.10 0.000
H -8.47453 -4.35528 7.09642 -0.29 -0.27 -0.09 0.000
H -8.58408 -3.14605 5.79133 0.12 -0.34 -0.29 0.000
C -6.26071 9.56621 -1.34366 0.46 1.55 -1.88 0.000
O -6.17579 8.58870 -0.43065 -0.49 -2.52 2.27 0.000
C -7.09823 7.52324 -0.68204 -0.53 -0.28 1.67 0.000
C -6.72986 6.25753 0.17142 1.47 1.70 -2.35 0.000
N -5.62410 5.62642 -0.54985 0.52 -1.99 0.89 0.000
C -5.19687 4.50949 0.29165 1.56 -1.91 -1.43 0.000
C -3.77699 3.91463 -0.17853 -1.48 1.80 0.50 0.000
O -2.86329 5.00467 -0.06760 0.42 -0.40 0.20 0.000
C -1.50281 4.65776 -0.21644 0.08 0.18 -0.38 0.000
H -6.00512 9.11639 -2.30306 0.02 0.43 -0.64 0.000
H -5.53983 10.34827 -1.10533 0.13 -0.08 0.00 0.000
H -7.22353 10.06771 -1.44155 -0.45 -0.13 0.17 0.000
H -7.17110 7.34105 -1.75423 0.37 -0.47 -0.07 0.000
H -8.10581 7.80051 -0.37218 -0.21 0.53 0.07 0.000
H -7.54015 5.53076 0.22925 -0.13 0.23 -0.01 0.000
H -6.34670 6.51420 1.15905 -0.63 0.45 0.34 0.000
H -4.77286 6.15462 -0.67823 -0.38 1.03 0.12 0.000
H -5.90369 3.69219 0.14840 -0.20 -0.18 0.09 0.000
H -5.18117 4.70533 1.36380 0.25 0.38 0.23 0.000
H -3.85806 3.62370 -1.22585 0.04 -0.24 -0.10 0.000
H -3.44059 3.08505 0.44334 -0.16 -0.19 0.13 0.000
H -1.29659 4.05825 -1.10309 -0.30 0.12 -0.58 0.000
H -1.06672 4.04331 0.57120 -0.36 0.06 0.72 0.000
H -0.94887 5.59375 -0.28830 0.02 -0.08 0.03 0.000
C 3.34297 0.59004 -2.61662 -0.14 -1.38 0.31 0.000
O 2.74480 -0.65433 -2.12234 -0.31 0.32 -2.17 0.000
C 1.46709 -1.01848 -2.75107 0.89 0.88 0.31 0.000
C 0.46137 -0.01272 -2.29934 -1.71 -0.49 -0.58 0.000
N 0.10593 -0.07993 -0.90940 -0.18 1.21 0.49 0.000
C -1.15981 0.65983 -0.62143 0.58 -0.88 0.57 0.000
C -1.51798 0.36220 0.82711 -0.56 -0.45 -0.32 0.000
O -1.00405 1.36012 1.72468 0.12 -0.95 0.23 0.000
C -1.52939 1.23023 3.04599 -0.42 1.31 0.16 0.000
H 3.37165 0.65562 -3.70427 -0.42 -0.20 -0.06 0.000
H 4.39099 0.53427 -2.32228 -0.25 0.26 0.35 0.000
H 2.82044 1.45273 -2.20331 0.20 0.11 0.06 0.000
H 1.23912 -2.05931 -2.52125 0.13 0.10 0.39 0.000
H 1.47325 -0.95508 -3.83921 0.67 0.03 -0.16 0.000
H -0.50634 -0.24326 -2.74485 0.13 0.05 -0.93 0.000
H 0.75420 0.97973 -2.64196 -0.01 0.24 -0.07 0.000
H 0.81684 0.42714 -0.40188 0.28 -0.40 0.37 0.000
H -1.96020 0.32193 -1.27968 0.10 -0.41 0.01 0.000
H -1.14850 1.73723 -0.78634 0.44 0.25 0.01 0.000
H -1.16599 -0.63070 1.10702 0.63 -0.04 0.00 0.000
H -2.59210 0.17981 0.86013 -0.46 0.96 0.56 0.000
H -2.49986 1.72643 3.03800 -0.36 -0.37 0.15 0.000
H -0.95052 1.82520 3.75241 0.46 0.14 -0.31 0.000
H -1.60905 0.24798 3.51177 0.06 -0.45 -0.71 0.000
C -0.58485 -1.88655 -5.89310 0.52 -0.27 0.36 0.000
O -1.95395 -1.91143 -5.60569 -0.77 -0.51 0.21 0.000
C -2.29182 -2.44883 -4.31370 0.13 -0.17 -0.40 0.000
C -3.80658 -2.75479 -4.27014 1.05 0.16 -1.27 0.000
N -4.14271 -3.70271 -3.23287 -0.16 0.36 0.32 0.000
C -5.57270 -3.99688 -3.13347 0.33 0.65 0.25 0.000
C -5.71741 -5.18930 -2.22425 -0.59 -0.22 -0.28 0.000
O -5.28817 -6.28202 -3.03148 0.48 0.54 0.37 0.000
C -5.42292 -7.58550 -2.53959 0.21 -0.23 -0.27 0.000
H -0.13435 -1.03889 -5.37674 0.32 0.29 -0.24 0.000
H -0.37484 -1.88729 -6.96268 -0.51 0.60 -0.08 0.000
H -0.03992 -2.77500 -5.57404 -0.19 -0.36 0.51 0.000
H -1.94495 -1.78354 -3.52302 -0.30 0.46 0.19 0.000
H -1.70959 -3.35117 -4.12694 -0.04 -0.42 -0.20 0.000
H -4.03328 -3.18640 -5.24504 0.01 -0.10 -0.44 0.000
H -4.35184 -1.81164 -4.30550 -0.28 -0.02 0.81 0.000
H -3.71711 -4.57922 -3.49874 0.31 -0.16 0.06 0.000
H -6.02102 -4.21998 -4.10163 -0.12 -0.14 -0.23 0.000
H -6.06583 -3.10364 -2.75000 -0.15 -0.06 0.22 0.000
H -6.73571 -5.35083 -1.87060 -0.40 -0.03 -0.30 0.000
H -5.15564 -4.99590 -1.31040 0.64 -0.40 0.01 0.000
H -5.10839 -8.22529 -3.36412 -0.40 -0.12 -0.06 0.000
H -6.45383 -7.78153 -2.24478 -0.09 -0.20 0.04 0.000
H -4.73923 -7.85335 -1.73404 0.02 0.39 0.44 0.000
C 2.40869 8.89847 2.80909 -0.48 -0.71 -1.38 0.000
O 2.05703 7.94793 3.80597 0.34 1.29 0.58 0.000
C 1.49758 8.59871 4.95154 -0.96 -1.31 1.04 0.000
C 1.05211 7.48716 5.94937 1.48 0.38 0.62 0.000
N 2.17124 6.55884 6.09239 -0.03 -2.10 -0.68 0.000
C 1.77780 5.30714 6.76913 -0.94 0.47 0.56 0.000
C 1.29146 4.22335 5.79954 1.35 0.28 -0.36 0.000
O 2.40992 4.01392 4.90898 -0.48 -1.81 -1.48 0.000
C 2.20170 3.05123 3.78336 -0.21 1.90 1.00 0.000
H 1.53306 9.04068 2.17574 -0.42 0.84 0.28 0.000
H 3.06503 8.47662 2.04793 0.54 -0.56 0.55 0.000
H 2.87665 9.83358 3.11679 -0.29 -0.05 0.54 0.000
H 0.62890 9.21964 4.73256 -0.13 0.02 -0.53 0.000
H 2.17573 9.24190 5.51234 0.64 -0.06 -0.41 0.000
H 0.08278 7.01508 5.78928 -0.16 -0.01 -0.63 0.000
H 1.05939 7.84626 6.97849 -0.80 0.93 -0.11 0.000
H 2.37112 6.13639 5.19703 0.67 0.92 -0.72 0.000
H 0.93146 5.54396 7.41389 -0.10 -0.13 0.35 0.000
H 2.56800 4.93841 7.42313 0.17 -0.11 -0.22 0.000
H 0.42574 4.57288 5.23699 -0.19 -0.02 -0.10 0.000
H 1.06297 3.30248 6.33610 -0.18 -0.17 0.06 0.000
H 1.43911 3.40834 3.09123 -0.31 0.32 0.14 0.000
H 1.86279 2.06253 4.09275 0.32 -0.14 0.41 0.000
H 3.10969 3.03103 3.18066 0.16 -0.19 0.52 0.000
C 8.65786 0.41894 -10.21732 -0.37 0.27 -0.28 0.000
O 8.09591 -0.30031 -9.13871 0.28 -0.01 0.22 0.000
C 9.06290 -0.96772 -8.34463 0.38 0.36 1.33 0.000
C 8.64660 -1.09531 -6.88707 -1.47 -1.66 -0.50 0.000
N 7.49967 -2.07782 -6.80349 -0.07 1.72 0.10 0.000
C 6.21712 -1.35411 -6.95637 -0.76 -0.99 0.06 0.000
C 5.05668 -2.34027 -7.15688 0.48 0.71 0.51 0.000
O 4.78245 -3.02474 -5.97913 -0.87 -1.60 1.14 0.000
C 3.89188 -2.41225 -5.05655 0.58 0.28 -0.59 0.000
H 9.26415 -0.23278 -10.84643 0.51 0.19 0.15 0.000
H 9.13176 1.33336 -9.86046 0.79 -0.24 0.08 0.000
H 7.89946 0.82673 -10.88563 -0.59 -0.45 0.24 0.000
H 10.02258 -0.47144 -8.20035 0.29 0.51 -1.14 0.000
H 9.24136 -1.98974 -8.67887 0.14 -0.03 -0.52 0.000
H 8.40266 -0.12932 -6.44498 -0.26 -0.04 -0.03 0.000
H 9.46030 -1.53690 -6.31176 0.28 0.14 -0.12 0.000
H 7.60923 -2.67298 -7.61212 -0.03 -0.30 -0.08 0.000
H 6.10827 -0.68639 -7.81100 0.66 0.45 0.18 0.000
H 6.06237 -0.85786 -5.99831 -0.10 0.45 -0.27 0.000
H 5.38784 -3.04515 -7.91949 -0.27 -0.33 -0.01 0.000
H 4.12309 -1.86743 -7.46172 0.18 0.45 -0.48 0.000
H 2.99130 -1.98253 -5.49517 -0.10 0.03 -0.65 0.000
H 4.42605 -1.57958 -4.59892 -0.12 0.09 0.59 0.000
H 3.52299 -3.13480 -4.32858 0.54 -0.10 0.04 0.000
C 7.04711 -2.32883 6.96619 0.37 1.08 0.31 0.001
O 6.03966 -2.46671 6.00575 -1.87 -0.24 -0.49 0.015
C 5.83606 -1.34310 5.17490 1.93 -0.12 0.14 0.007
C 4.56530 -1.45933 4.39469 1.34 1.50 1.11 0.064
N 3.47853 -1.26626 5.37785 -0.12 -2.82 -2.99 0.678
C 2.21272 -1.40421 4.74215 -3.29 1.48 0.69 0.097
C 0.90811 -1.38878 5.60916 1.77 -0.10 0.32 0.006
O 0.99009 -2.48442 6.48823 -1.20 0.55 0.00 0.003
C 0.07164 -2.32978 7.58292 0.75 -0.72 1.37 0.000
H 6.90073 -1.36957 7.46267 0.13 0.16 0.32 0.000
H 8.01631 -2.27592 6.47025 0.23 -0.34 0.17 0.001
H 6.98002 -3.10423 7.72931 0.03 -0.16 -0.45 0.000
H 6.70613 -1.26227 4.52333 -0.06 -0.02 -0.56 0.002
H 5.85037 -0.38143 5.68782 -0.17 0.04 0.70 0.000
H 4.56829 -2.41856 3.87703 -0.79 -0.23 0.12 0.030
H 4.58412 -0.64484 3.67057 -0.53 -0.11 -0.23 0.010
H 3.64922 -1.88910 6.15440 0.00 0.23 1.38 0.020
H 2.17213 -2.33496 4.17633 0.53 -0.30 -0.24 0.049
H 2.03473 -0.57496 4.05749 0.62 -0.06 -0.56 0.015
H 0.01660 -1.39921 4.98210 0.08 -0.27 -0.34 -0.001
H 0.88363 -0.43777 6.14121 -0.01 0.17 0.35 0.001
H 0.08375 -3.26556 8.14174 0.12 -0.09 -0.20 0.000
H -0.98592 -2.10947 7.43761 0.11 0.13 -1.10 0.000
H 0.46630 -1.58794 8.27718 0.03 0.30 -0.06 0.000
C -0.27566 -6.06048 -2.80118 -0.08 -0.24 0.01 0.000
O 0.22886 -4.74114 -2.64061 0.43 -0.63 -1.21 0.000
H 0.13984 -6.56253 -3.67492 0.54 0.63 -0.21 0.000
H -0.01813 -6.74650 -1.99424 -0.07 0.24 0.46 0.000
H -1.34404 -6.14156 -3.00145 -0.33 0.45 0.38 0.000
H -0.09476 -4.22644 -1.89767 -0.48 -0.36 0.56 0.000
C -1.44805 1.87634 -5.00496 0.22 -0.46 -0.90 0.000
O -1.74504 2.88274 -4.05737 -0.30 -0.37 0.35 0.000
H -2.00973 0.94423 -4.94351 -0.33 0.11 1.08 0.000
H -1.72120 2.16567 -6.01974 0.42 0.53 -0.18 0.000
H -0.39704 1.59380 -4.94446 0.13 0.01 -0.25 0.000
H -0.97538 3.45451 -4.00943 -0.10 0.09 -0.05 0.000
O 5.78528 1.21919 -4.38801 -0.15 0.13 0.10 0.000
H 6.40383 1.94802 -4.43741 0.18 0.27 -0.11 0.000
H 6.27533 0.51712 -3.96001 0.15 -0.35 0.06 0.000
O 4.24670 0.97055 -6.80128 -0.49 -0.10 -0.34 0.000
H 4.27943 1.88812 -7.07190 -0.03 0.19 -0.15 0.000
H 4.68209 0.95605 -5.94896 0.36 -0.01 0.38 0.000
O 3.01364 -1.11270 0.34579 0.37 -0.68 1.64 0.000
H 2.96051 -1.14212 -0.60948 0.05 0.03 -0.66 0.000
H 2.72211 -0.23033 0.57530 -0.14 0.25 0.09 0.000
O -0.28801 -2.94446 -0.49821 -0.45 -0.78 0.04 0.000
H -0.02003 -3.16792 0.39313 0.17 -0.17 0.14 0.000
H 0.14179 -2.10773 -0.67538 0.12 0.99 0.00 0.000
O 1.87194 1.32229 1.12424 0.61 0.09 0.07 0.000
H 0.96322 1.35027 1.42373 -0.94 0.04 0.35 0.000
H 1.97704 2.11744 0.60184 0.16 0.34 -0.11 0.000
```
Forces are in eV/Å.

## Properties
Multiplicity: 2
Molar mass, g/mol: 1086.496
HOMO level (alpha / beta), eV: -9.69 / -9.69
Net charge: +1
LUMO (alpha / beta), eV: -2.2 / -7.7
Kohn-Sham gap (alpha / beta), eV: 7.50 / 1.99